[1]
Formula: C39H52Cl3HfNO4P3S2Si
Source: OMol25
Level of theory: the ωB97M-V functional and the def2-TZVPD basis

Element x y z (Å)
Hf  -0.152  0.415  -0.044
N  1.953  -1.731  -1.444
P  0.284  -2.063  -1.724
C  0.451  -3.875  -1.871
C  1.422  -4.577  -1.161
C  1.511  -5.956  -1.276
C  0.617  -6.648  -2.079
C  -0.379  -5.958  -2.757
C  -0.471  -4.582  -2.645
C  0.116  -1.590  -3.498
C  0.852  -2.196  -4.515
C  0.804  -1.694  -5.805
C  0.023  -0.581  -6.091
C  -0.729  0.014  -5.091
C  -0.688  -0.494  -3.801
P  2.300  -0.057  -1.303
C  3.582  0.067  -2.620
C  3.242  0.651  -3.836
C  4.183  0.758  -4.850
C  5.465  0.266  -4.658
C  5.798  -0.352  -3.459
C  4.864  -0.448  -2.440
C  3.414  0.038  0.146
C  3.676  -1.037  0.985
C  4.591  -0.892  2.020
C  5.220  0.323  2.235
C  4.936  1.407  1.415
C  4.041  1.263  0.371
H  2.604  -2.283  -1.993
H  2.109  -4.045  -0.515
H  2.283  -6.494  -0.741
H  0.688  -7.725  -2.165
H  -1.079  -6.499  -3.380
H  -1.248  -4.041  -3.172
H  1.469  -3.060  -4.296
H  1.379  -2.169  -6.590
H  0.000  -0.177  -7.095
H  -1.350  0.873  -5.311
H  -1.289  -0.043  -3.024
H  2.232  1.011  -3.985
H  3.914  1.230  -5.786
H  6.207  0.362  -5.439
H  6.791  -0.757  -3.311
H  5.129  -0.914  -1.499
H  3.166  -1.977  0.826
H  4.816  -1.732  2.664
H  5.932  0.426  3.044
H  5.413  2.363  1.589
H  3.814  2.102  -0.278
C  -1.530  1.511  5.112
C  -0.693  0.251  5.233
O  -0.694  -0.557  4.034
P  0.538  -0.481  2.990
S  0.153  -1.849  1.603
S  0.873  1.370  2.362
O  1.795  -0.866  3.916
C  1.792  -1.998  4.806
C  2.221  -3.292  4.136
H  -1.537  2.022  6.076
H  -2.553  1.256  4.842
H  -1.116  2.180  4.363
H  -1.109  -0.399  6.004
H  0.337  0.501  5.504
H  0.800  -2.117  5.248
H  2.495  -1.724  5.593
H  1.521  -3.568  3.353
H  2.248  -4.086  4.883
H  3.212  -3.185  3.698
C  -3.162  0.069  2.044
Si  -2.796  0.074  0.162
C  -3.672  -1.588  -0.440
C  -5.116  -1.680  0.070
C  -2.919  -2.781  0.158
C  -3.679  -1.734  -1.964
C  -3.688  1.721  -0.427
C  -5.161  1.776  -0.006
C  -3.624  1.896  -1.948
C  -2.971  2.899  0.248
H  -4.233  0.095  2.260
H  -2.700  0.930  2.524
H  -2.751  -0.820  2.520
H  -5.150  -1.618  1.159
H  -5.548  -2.645  -0.217
H  -5.751  -0.894  -0.339
H  -2.885  -2.722  1.246
H  -1.894  -2.842  -0.205
H  -3.425  -3.716  -0.110
H  -4.243  -0.930  -2.440
H  -4.148  -2.683  -2.249
H  -2.663  -1.726  -2.367
H  -5.752  1.028  -0.534
H  -5.582  2.760  -0.243
H  -5.281  1.613  1.066
H  -4.113  1.067  -2.463
H  -2.594  1.959  -2.298
H  -4.134  2.821  -2.243
H  -3.156  2.905  1.324
H  -3.343  3.846  -0.161
H  -1.889  2.876  0.094
Cl  -1.055  4.446  -2.739
C  0.523  4.008  -2.094
Cl  1.126  5.290  -1.049
Cl  1.659  3.753  -3.439
C  0.458  2.666  -1.320
O  1.208  2.490  -0.356
O  -0.346  1.786  -1.736

Maximum force: 0.0369 Eh/bohr
Total charge: 0
Lowest unoccupied orbital energy (spin up / spin down): 0.23 / 0.23 eV
DFT total energy: -5411.7514 Eh
Energy above the lowest of the compared OMol25 structures with the same formula, charge and spin: 0.9316 eV
Expectation value of S²: 0.7527
2S+1: 2

These are the Mulliken partial charges, in e, on atoms 1 to 6: -0.150 0.789 0.008 0.134 -0.285 -0.715


[2]
Formula: C3H4N2O
Source: OMol25
Level of theory: the ωB97M-V functional and the def2-TZVPD basis

Element x y z (Å)
C  -1.102  0.080  0.094
C  -0.326  -0.716  -0.666
C  1.637  0.244  0.819
N  1.958  -1.280  -0.788
N  1.008  -0.652  -0.331
O  2.127  1.315  0.636
H  -2.199  0.219  -0.074
H  -0.749  -1.375  -1.410
H  1.835  -0.548  1.521
H  -0.666  0.513  1.019

Maximum force: 0.0721 Eh/bohr
Total charge: 0
Lowest unoccupied orbital energy: -0.10 eV
DFT total energy: -301.3117 Eh
Energy above the lowest of the compared OMol25 structures with the same formula, charge and spin: 4.7778 eV

These are the Mulliken partial charges, in e, on atoms 1 to 6: -0.672 0.137 -0.027 -0.843 0.582 -0.407


[3]
Formula: C34H34Cl2F2HfN7O3Si2
Source: OMol25
Level of theory: the ωB97M-V functional and the def2-TZVPD basis

Element x y z (Å)
Hf  0.674  -0.277  0.087
Cl  1.258  4.799  4.549
C  0.624  3.340  3.846
C  1.512  2.401  3.345
C  1.047  1.255  2.697
N  1.824  0.283  2.081
C  3.121  0.137  2.372
O  3.841  0.813  3.108
C  3.698  -1.111  1.746
C  5.041  -1.404  1.952
C  5.563  -2.567  1.419
C  4.713  -3.414  0.721
C  3.387  -3.042  0.578
N  2.881  -1.911  1.060
C  -0.347  1.034  2.617
C  -1.218  1.961  3.178
C  -0.741  3.118  3.769
Cl  -1.876  4.289  4.374
N  -0.762  -0.118  1.931
C  -1.811  -0.780  2.448
O  -2.395  -0.524  3.503
C  -2.322  -1.945  1.643
C  -3.264  -2.774  2.245
C  -3.855  -3.775  1.500
C  -3.510  -3.883  0.161
C  -2.554  -3.022  -0.348
N  -1.936  -2.086  0.376
H  2.574  2.547  3.450
H  5.631  -0.707  2.530
H  6.610  -2.815  1.545
H  5.070  -4.343  0.298
H  2.693  -3.686  0.051
H  -2.281  1.785  3.142
H  -3.516  -2.588  3.279
H  -4.582  -4.446  1.942
H  -3.965  -4.625  -0.482
H  -2.262  -3.084  -1.387
C  -3.190  0.716  -0.849
Si  -1.370  0.500  -1.496
C  -1.150  2.037  -2.653
C  -1.591  -0.888  -2.841
C  -2.608  -0.734  -3.789
C  -2.872  -1.687  -4.760
C  -2.098  -2.839  -4.804
C  -1.084  -3.009  -3.874
C  -0.812  -2.062  -2.879
Si  0.610  -2.446  -1.605
C  0.298  -4.307  -1.144
C  2.053  -2.659  -2.885
H  -3.665  1.605  -1.273
H  -3.203  0.808  0.243
H  -3.803  -0.152  -1.102
H  -1.924  2.092  -3.423
H  -0.179  1.995  -3.155
H  -1.184  2.966  -2.079
H  -3.220  0.163  -3.755
H  -3.669  -1.536  -5.480
H  -2.285  -3.601  -5.553
H  -0.487  -3.915  -3.918
H  0.062  -4.912  -2.022
H  -0.533  -4.398  -0.442
H  1.169  -4.757  -0.662
H  1.842  -3.457  -3.601
H  3.011  -2.887  -2.406
H  2.179  -1.730  -3.447
F  3.429  1.121  -0.476
C  2.729  0.030  -1.019
F  1.911  0.644  -2.055
H  3.490  -0.493  -1.605
C  2.483  4.120  0.640
N  1.032  4.224  0.553
C  0.387  5.383  0.792
C  -0.965  5.458  0.771
C  -1.665  4.254  0.496
N  -1.033  3.127  0.243
C  0.300  3.069  0.280
O  0.944  2.036  0.044
N  -3.015  4.215  0.429
H  2.935  5.074  0.376
H  2.820  3.341  -0.038
H  2.784  3.834  1.650
H  1.007  6.246  0.991
H  -1.482  6.385  0.963
H  -3.543  4.905  0.934
H  -3.406  3.286  0.358

Maximum force: 0.0361 Eh/bohr
Total charge: -1
Lowest unoccupied orbital energy: 2.32 eV
DFT total energy: -3672.4092 Eh
Energy above the lowest of the compared OMol25 structures with the same formula, charge and spin: 1.3479 eV

These are the Mulliken partial charges, in e, on atoms 1 to 6: 1.433 -0.234 -0.013 -1.060 0.049 0.236